1.
Entry from the OMol25 dataset: a cluster of 2 separate species, C9H20N2S in total at a distorted geometry (ωB97M-V/def2-TZVPD).

The frontier orbital gap comes out at 7.05 eV. The net charge is 0. The value obtained for the LUMO energy is -1.596 eV.

Structure (XYZ):
```
32
C9H20N2S ωB97M-V/def2-TZVPD
C 3.25 -0.71 -0.23
C 1.83 -0.28 0.27
C 2.05 1.19 0.63
C 1.49 -0.90 1.67
C 1.04 -0.69 -1.04
C -1.24 -1.23 -0.26
C -2.69 -0.55 -0.47
C -2.66 0.66 0.47
C -3.22 1.84 -0.18
H 4.17 -0.32 0.49
H 3.62 -0.45 -1.24
H 3.42 -1.74 -0.30
H 2.50 1.29 1.73
H 1.01 1.81 0.53
H 2.86 1.74 -0.13
H 0.47 -0.73 2.08
H 2.24 -0.50 2.41
H 1.41 -2.09 1.62
H 1.46 -0.31 -1.97
H 1.18 -1.84 -0.89
H -0.76 0.51 -1.19
H 0.01 -2.44 0.21
H -3.68 -1.07 -0.39
H -2.66 -0.32 -1.56
H -3.27 0.76 1.33
H -1.56 0.89 0.73
H -4.06 1.57 -0.71
H -3.56 2.60 0.59
H -1.29 1.22 -2.48
N -0.28 -0.40 -0.75
N -1.07 -2.29 0.28
S -2.00 2.78 -1.25
```

=====

2.
Entry from the OMol25 dataset: the ion C9H20NO with charge +1 at a distorted geometry (ωB97M-V/def2-TZVPD).

The frontier orbital gap (spin up / spin down) comes out at 9.72 / 6.69 eV. The relative energy (zero: lowest compared OMol25 entry of this formula, charge and spin) comes out at 4.400 eV. The net charge is +1. The value obtained for the LUMO energy (spin up / spin down) is -2.833 / -4.178 eV.

Structure (XYZ):
```
31
C9H20NO ωB97M-V/def2-TZVPD
C -0.75 -2.67 -0.30
C -0.45 -1.78 -1.48
C -1.77 -2.04 0.69
C -0.10 0.57 -0.72
C -0.45 1.44 -1.87
C 1.26 0.09 1.49
C -0.42 1.96 1.31
C 1.71 2.07 0.16
C 0.63 1.09 0.57
N 0.48 -0.71 -1.08
O -1.42 -2.14 1.96
H -1.33 -3.47 -0.71
H 0.04 -3.01 0.41
H 0.00 -2.53 -2.25
H -1.37 -1.27 -1.94
H -2.74 -2.11 0.37
H 0.35 1.97 -2.16
H -1.22 2.12 -1.76
H -0.77 0.90 -2.80
H 0.41 -0.62 1.82
H 1.66 0.57 2.37
H 1.98 -0.60 1.08
H -1.23 1.45 1.79
H 0.06 2.57 1.97
H -0.78 2.56 0.43
H 1.23 2.99 -0.27
H 2.38 1.62 -0.55
H 2.40 2.29 0.92
H 0.94 -1.02 -0.11
H 1.22 -0.72 -1.91
H -1.97 -1.57 2.56
```

=====

3.
Entry from the OMol25 dataset: a structure of composition C9H20NO3P at a distorted geometry (ωB97M-V/def2-TZVPD).

The multiplicity is 3. The frontier orbital gap (spin up / spin down) comes out at 5.22 / 7.90 eV. The net charge is 0. The value obtained for the LUMO energy (spin up / spin down) is 0.761 / -2.043 eV.

Structure (XYZ):
```
34
C9H20NO3P ωB97M-V/def2-TZVPD
C -2.89 -1.36 -0.54
C -1.73 -1.09 -1.52
C -2.49 -1.40 0.90
C -1.19 0.36 -1.49
C -2.40 -0.04 1.49
C -0.60 0.82 -0.15
C 0.24 2.10 -0.34
C 4.30 -0.76 -0.79
C 3.71 -0.61 0.62
N -1.35 0.90 1.00
O 0.93 -1.90 1.20
O 1.38 -1.53 -1.21
O 2.41 0.03 0.63
P 1.10 -0.76 0.04
H -3.57 -0.49 -0.75
H -3.58 -2.17 -0.85
H -0.93 -1.80 -1.51
H -2.06 -1.25 -2.72
H -3.01 -2.06 1.57
H -1.44 -1.78 0.92
H -0.36 0.43 -2.14
H -2.06 0.99 -1.88
H -3.38 0.48 1.37
H -2.22 -0.02 2.57
H 0.79 2.38 0.60
H -0.47 2.81 -0.80
H 1.11 1.80 -0.96
H 3.55 -1.20 -1.49
H 4.46 0.23 -1.26
H 5.32 -1.07 -0.61
H 4.48 0.11 1.15
H 3.69 -1.53 1.22
H -1.17 1.65 1.62
H 0.13 -2.31 0.91
```

=====

4.
Entry from the OMol25 dataset: a structure of composition C9H20NO3P2S at a distorted geometry (ωB97M-V/def2-TZVPD).

The frontier orbital gap comes out at 8.54 eV. The net charge is +1. The value obtained for the LUMO energy is -3.998 eV.

Structure (XYZ):
```
36
C9H20NO3P2S ωB97M-V/def2-TZVPD
C 5.36 -0.47 0.62
C 3.89 0.14 0.34
C 3.03 -0.79 -0.60
O 1.71 -0.28 -0.92
C 0.77 -0.59 0.13
P -0.43 0.84 0.30
C -1.35 1.28 -1.27
C -2.39 0.19 -1.78
C -3.29 -0.47 -0.65
O -4.48 -1.05 -1.22
C -5.28 -1.53 -0.12
N -1.47 0.65 1.70
C -1.30 -0.56 2.06
O -0.98 -1.61 2.47
P 0.82 2.62 0.77
S -0.09 3.57 2.21
H 5.66 -1.24 -0.17
H 6.10 0.39 0.65
H 5.42 -0.98 1.63
H 3.44 0.28 1.38
H 4.05 1.19 -0.07
H 2.90 -1.82 -0.15
H 3.58 -0.93 -1.59
H 1.38 -0.60 1.10
H 0.28 -1.60 0.03
H -1.83 2.31 -1.17
H -0.56 1.39 -2.08
H -3.11 0.74 -2.47
H -1.93 -0.63 -2.42
H -2.69 -1.32 -0.19
H -3.65 0.29 0.11
H -5.89 -0.73 0.39
H -5.99 -2.36 -0.44
H -4.61 -1.99 0.69
H 2.15 2.20 1.10
H 0.79 3.45 -0.40
```

=====

5.
Entry from the OMol25 dataset: the molecule C9H20NOP at a distorted geometry (ωB97M-V/def2-TZVPD).

The frontier orbital gap comes out at 9.87 eV. The relative energy (zero: lowest compared OMol25 entry of this formula, charge and spin) comes out at 1.377 eV. The net charge is 0. The value obtained for the LUMO energy is 0.799 eV.

Structure (XYZ):
```
32
C9H20NOP ωB97M-V/def2-TZVPD
C 0.30 4.01 0.94
C -0.37 2.77 0.26
C 0.27 1.38 0.19
C 0.98 1.14 1.51
C 1.33 1.24 -0.92
C 2.27 0.01 -0.93
P -1.25 0.35 -0.25
O -0.52 -1.18 -0.02
C -1.04 -2.40 -0.22
C -0.03 -3.45 0.26
N -2.11 -2.44 -0.88
C -2.80 -3.54 -1.34
H 1.42 3.93 0.77
H 0.26 5.05 0.60
H 0.40 4.08 2.03
H -0.49 3.18 -0.82
H -1.40 2.58 0.71
H 0.29 1.46 2.30
H 1.94 1.73 1.90
H 1.08 0.01 1.72
H 1.89 2.09 -1.06
H 0.61 1.24 -1.79
H 1.65 -0.74 -0.54
H 3.18 0.10 -0.38
H 2.48 -0.21 -2.03
H -1.56 0.45 1.16
H 0.35 -4.08 -0.59
H -0.59 -4.14 1.04
H 0.76 -2.85 0.81
H -2.28 -4.46 -1.63
H -3.54 -4.10 -0.68
H -3.45 -3.22 -2.15
```

=====

6.
Entry from the OMol25 dataset: the molecule C9H20NOP at a distorted geometry (ωB97M-V/def2-TZVPD).

The frontier orbital gap comes out at 8.44 eV. The relative energy (zero: lowest compared OMol25 entry of this formula, charge and spin) comes out at 2.019 eV. The net charge is 0. The value obtained for the LUMO energy is 0.867 eV.

Structure (XYZ):
```
32
C9H20NOP ωB97M-V/def2-TZVPD
C 1.89 1.23 -0.79
P 0.21 0.98 -0.76
C -0.56 0.39 -2.47
C -1.02 1.52 -3.41
O -0.76 2.25 -0.38
C -2.04 1.79 0.10
C -2.11 1.01 1.41
C -1.36 -0.28 1.01
N 0.00 -0.04 0.63
C 0.90 -1.22 0.65
C 1.32 -1.51 2.11
C 2.50 -2.50 2.08
H 2.20 1.57 0.26
H 2.12 2.01 -1.65
H 0.35 -0.24 -2.93
H -1.22 -0.37 -2.34
H -2.04 1.64 -3.35
H -0.51 2.40 -3.13
H -0.73 1.28 -4.33
H -2.54 1.21 -0.64
H -2.49 2.75 0.12
H -3.15 0.80 1.70
H -1.63 1.31 2.31
H -1.40 -1.01 1.94
H -2.15 -0.63 0.21
H 1.61 -0.90 -0.02
H 0.41 -2.11 0.34
H 1.77 -0.67 2.46
H 0.69 -1.86 2.84
H 2.09 -3.39 2.38
H 2.92 -2.55 1.12
H 3.23 -2.25 2.75
```